1.
Entry from the OMol25 dataset: a 3-piece molecular cluster, C4H7ClO2 overall (ωB97M-V with the def2-TZVPD basis set).

Properties
ΔE to the lowest compared entry with this formula, charge and spin   17.1 kcal per mole
Largest force on an atom   0.05346 hartree/bohr
LUMO level   0.56 eV

Cartesian coordinates (Å):
C1 -4.06053 -1.18966 0.33536
C2 0.69409 -1.12708 0.37341
C3 0.34154 0.12092 -0.32765
C4 -0.62263 -0.14898 -1.35299
O1 -3.33166 -1.72376 0.97857
O2 -1.82624 0.05458 -1.28679
Cl1 -3.19840 2.68458 0.36138
H1 -0.21933 -1.58264 0.51481
H2 1.13755 -1.83029 -0.29706
H3 1.19823 -0.97032 1.35562
H4 -0.22817 0.71775 0.34941
H5 1.18459 0.62742 -0.67488
H6 -0.12700 -0.65979 -2.16343
H7 -2.71816 1.69114 -0.28302

2.
Entry from the OMol25 dataset: a 2-piece molecular cluster, C6H10N2O overall (ωB97M-V with the def2-TZVPD basis set).

Properties
ΔE to the lowest compared entry with this formula, charge and spin   67.3 kcal per mole
SMILES   C=C=NC(C)C.N=C=O
Largest force on an atom   0.06278 hartree/bohr
LUMO level   0.27 eV

Cartesian coordinates (Å):
C1 1.02368 1.25660 -1.81377
C2 1.10021 -1.09980 -0.82291
C3 -2.35709 -0.25041 0.89591
C4 0.07116 0.31084 1.53747
C5 0.46670 0.28773 -0.78738
N1 -2.19772 -0.35131 -0.31392
C6 0.16101 -0.03390 2.79629
N2 0.36528 0.87686 0.47371
O1 -2.82016 -0.06270 1.95266
H1 -2.76980 -0.84009 -0.97406
H2 -0.74921 0.07347 -0.91277
H3 0.57392 -1.77761 -0.15066
H4 2.08799 1.42977 -1.63636
H5 0.51845 2.21919 -1.74237
H6 0.92370 0.85376 -2.82241
H7 1.06353 -1.51212 -1.83027
H8 2.14460 -1.04507 -0.50754
H9 1.09868 0.04735 3.32575
H10 -0.70492 -0.38258 3.33261

3.
Entry from the OMol25 dataset: one molecule with the formula C6H12N2O2 (ωB97M-V with the def2-TZVPD basis set).

Properties
ΔE to the lowest compared entry with this formula, charge and spin   90.6 kcal per mole
SMILES   CCCN(CC(C)=O)N=O
Largest force on an atom   0.07665 hartree/bohr
LUMO level   0.26 eV

Cartesian coordinates (Å):
C1 -2.76491 -0.66792 1.03816
C2 -1.93191 -1.34712 -0.11858
C3 -1.40545 -0.34431 -1.18473
C4 1.06662 0.24812 -0.94304
C5 1.94149 -0.53929 0.04806
C6 1.65334 -0.41139 1.52993
H1 -2.98258 -1.34053 1.81629
H2 -2.30242 0.33646 1.42435
H3 -3.74454 -0.30286 0.57256
H4 -2.70742 -2.00090 -0.62819
H5 -1.19494 -2.05406 0.25591
H6 -1.13260 -0.79880 -2.11977
H7 -2.15324 0.39749 -1.39167
H8 1.12549 -0.24095 -1.98317
H9 1.57241 1.24153 -0.85207
H10 0.56625 -0.28004 1.59432
H11 2.30706 -1.04183 2.14815
H12 1.99859 0.54474 1.81108
N1 -0.32889 0.51354 -0.76574
N2 -0.70220 1.61199 0.02648
O1 2.83650 -1.25789 -0.35475
O2 0.22731 2.38696 0.39328

Number 1: HOMO-LUMO gap 11.12 eV, E -767.24658 Ha, HOMO energy -10.560 eV. Number 2: HOMO-LUMO gap 8.81 eV, E -419.27922 Ha, HOMO energy -8.544 eV. Number 3: HOMO-LUMO gap 9.68 eV, E -495.69310 Ha, HOMO energy -9.425 eV.